Entry from the OMol25 dataset: a cluster of 8 separate species, C31H77O17P in total in a non-equilibrium geometry (wB97M-V/def2-TZVPD).

Positions of all 126 atoms, in Å:
C (-3.980, 2.858, -4.652)
O (-3.032, 3.683, -4.142)
P (-2.304, 3.210, -2.736)
O (-1.730, 1.801, -2.729)
O (-1.239, 4.434, -2.367)
C (-0.077, 4.624, -3.135)
O (-3.545, 3.316, -1.658)
C (-4.295, 4.517, -1.490)
H (-5.037, 3.120, -4.603)
H (-3.877, 1.857, -4.234)
H (-3.756, 2.678, -5.704)
H (0.323, 3.691, -3.532)
H (0.707, 5.076, -2.527)
H (-0.374, 5.346, -3.896)
H (-3.982, 5.271, -2.213)
H (-4.144, 4.845, -0.461)
H (-5.364, 4.342, -1.609)
C (-2.003, -2.716, 0.393)
O (-2.862, -3.855, 0.241)
C (-2.413, -5.077, 0.819)
C (-3.381, -6.277, 0.533)
O (-4.621, -6.265, 1.298)
C (-5.500, -7.321, 0.927)
H (-1.157, -2.788, -0.291)
H (-1.617, -2.660, 1.411)
H (-2.435, -1.745, 0.148)
H (-2.439, -4.869, 1.888)
H (-1.386, -5.351, 0.576)
H (-2.814, -7.201, 0.651)
H (-3.621, -6.126, -0.519)
H (-5.121, -8.212, 1.428)
H (-5.451, -7.616, -0.121)
H (-6.551, -7.198, 1.189)
C (5.390, -6.060, -0.337)
O (5.226, -5.338, -1.482)
C (4.150, -4.422, -1.413)
C (4.477, -3.090, -0.744)
O (4.525, -3.217, 0.614)
C (4.918, -1.980, 1.301)
H (4.541, -6.698, -0.095)
H (5.632, -5.450, 0.533)
H (6.220, -6.715, -0.603)
H (3.355, -4.919, -0.858)
H (3.807, -4.217, -2.427)
H (3.801, -2.303, -1.079)
H (5.482, -2.735, -0.971)
H (4.470, -1.075, 0.889)
H (5.998, -1.845, 1.245)
H (4.710, -2.012, 2.370)
C (2.684, 0.478, 4.755)
O (1.593, 1.016, 4.138)
C (0.337, 0.954, 4.888)
C (-0.705, 1.922, 4.241)
O (-1.860, 1.992, 5.072)
C (-2.625, 0.787, 5.163)
H (2.679, 0.796, 5.797)
H (3.644, 0.761, 4.323)
H (2.665, -0.612, 4.737)
H (0.477, 1.135, 5.954)
H (-0.029, -0.071, 4.833)
H (-1.008, 1.833, 3.198)
H (-0.330, 2.936, 4.107)
H (-2.932, 0.419, 4.184)
H (-3.436, 1.028, 5.850)
H (-2.047, 0.030, 5.693)
C (3.076, 6.646, -1.345)
O (3.107, 6.134, 0.027)
C (2.565, 4.845, 0.251)
C (3.264, 4.296, 1.489)
O (4.589, 3.942, 1.187)
C (5.212, 3.104, 2.219)
H (3.490, 6.003, -2.122)
H (3.629, 7.576, -1.471)
H (2.065, 6.823, -1.712)
H (2.620, 4.125, -0.566)
H (1.495, 4.926, 0.441)
H (2.779, 3.330, 1.631)
H (3.151, 4.841, 2.426)
H (6.182, 2.829, 1.803)
H (4.630, 2.217, 2.471)
H (5.344, 3.605, 3.177)
C (-6.966, -2.271, -1.032)
O (-6.351, -1.171, -0.258)
C (-5.243, -0.630, -0.901)
C (-4.754, 0.791, -0.388)
O (-4.274, 0.714, 0.976)
C (-4.166, 1.950, 1.702)
H (-7.592, -1.905, -1.846)
H (-7.620, -2.845, -0.376)
H (-6.320, -3.057, -1.424)
H (-5.392, -0.534, -1.976)
H (-4.359, -1.268, -0.930)
H (-5.498, 1.587, -0.412)
H (-3.995, 1.238, -1.030)
H (-3.852, 1.645, 2.700)
H (-5.108, 2.489, 1.803)
H (-3.434, 2.650, 1.300)
C (4.832, 0.712, -1.791)
O (3.500, 0.251, -1.878)
C (3.157, -0.163, -3.176)
C (1.850, -0.954, -3.319)
O (1.986, -2.252, -2.746)
C (0.923, -3.209, -3.004)
H (5.074, 1.523, -2.478)
H (5.622, -0.023, -1.945)
H (5.043, 1.073, -0.784)
H (3.949, -0.807, -3.557)
H (3.126, 0.752, -3.767)
H (1.665, -1.014, -4.392)
H (1.026, -0.411, -2.857)
H (0.899, -3.632, -4.008)
H (-0.023, -2.727, -2.756)
H (1.049, -4.054, -2.327)
C (0.439, 1.444, -0.146)
C (1.542, 0.932, 0.697)
C (1.179, -0.545, 0.779)
O (-0.248, -0.442, 0.914)
C (-0.787, 0.613, 0.100)
H (0.653, 1.303, -1.206)
H (0.312, 2.527, -0.138)
H (1.380, 1.397, 1.670)
H (2.491, 1.192, 0.228)
H (1.621, -0.992, 1.670)
H (1.540, -1.148, -0.055)
H (-1.642, 1.153, 0.508)
H (-1.164, 0.150, -0.812)

- highest occupied orbital energy (spin up / spin down) (eV) = -10.78 / -10.78
- net charge = +1
- F_max (eV/Å) = 4.27
- 2S+1 = 2
- frontier orbital gap (spin up / spin down) (eV) = 8.613 / 2.127
- LUMO energy (spin up / spin down) (eV) = -2.17 / -8.66